(1)
Density functional theory data (ωB97M-V with the def2-TZVPD basis set) for C4H11NO as an isolated structure at a distorted geometry.

Results
Energy relative to the best compared isomer or geometry (same formula, charge and spin): 422.6 kJ/mol
E: -288.85606 a.u.
Highest occupied orbital energy: -8.22 eV
M: 89.138 g mol⁻¹

Atoms and positions in Å:
H  1.46188  1.60488  0.64706
C  -0.34837  0.35300  -1.55346
H  -1.38285  -1.95908  -0.32988
C  0.13379  -0.48645  -0.39965
H  -1.73120  -0.52958  0.66867
H  0.87185  0.43550  1.89325
H  -0.49535  2.37009  1.72072
N  1.32999  -1.16432  -0.65971
H  1.50657  -1.84253  0.07948
H  0.48638  0.87414  -2.01850
H  -0.77659  -0.32615  -2.29536
O  -0.58106  1.68458  1.04835
H  1.49551  -0.07504  -0.09011
H  -0.54822  -1.74192  1.21405
C  -0.95149  -1.21768  0.34831
C  0.62994  0.95351  0.95501
H  -1.10079  1.06705  -1.22826

Atoms 1-2, force components in eV/Å:
H 0.0495 -0.2081 -0.2253
C 0.0498 -0.2185 0.0851

Mulliken population analysis, charges in e, atoms 1 to 8: 0.4169, -1.3963, 0.4281, 0.9619, 0.3234, 0.3885, 0.2890, -0.8774

---

(2)
Density functional theory data (ωB97M-V with the def2-TZVPD basis set) for a 2-piece molecular cluster, C5H14N3 overall at a distorted geometry.

Results
Energy relative to the best compared isomer or geometry (same formula, charge and spin): 530.9 kJ/mol
E: -362.77697 a.u.
Highest occupied orbital energy: -13.49 eV
M: 116.188 g mol⁻¹
Net charge: +1

Atoms and positions in Å:
C  -0.76312  0.10725  0.42861
N  1.19756  -2.00030  -1.30859
H  0.02991  1.89610  1.34566
C  0.37453  0.95034  0.92548
H  -2.31911  1.67432  0.37398
C  -2.02793  0.65047  0.13200
C  2.87609  0.83762  0.36874
H  1.36661  2.12645  -0.56297
H  0.78374  0.49211  1.83728
H  -3.18803  0.14597  -1.40856
H  1.19664  0.50542  -0.99541
H  -0.18127  -1.46629  1.23804
H  1.46469  -2.87544  -0.87236
H  -3.90670  0.06298  0.07248
N  -3.04162  -0.11465  -0.42608
H  0.38743  -1.67288  -0.82231
C  1.47572  1.12711  -0.14682
H  2.99579  -0.24340  0.27463
H  3.05269  1.20175  1.37401
H  0.94618  -2.18740  -2.26944
H  3.62822  1.26316  -0.29300
N  -0.67148  -1.19482  0.37295

Atoms 1-2, force components in eV/Å:
C 1.8639 0.3305 -0.0454
N 1.2894 -0.2283 -0.2718

Mulliken population analysis, charges in e, atoms 1 to 8: 0.3375, -0.5685, 0.4392, -0.7254, 0.3986, -0.3085, -1.2600, 0.3886

---

(3)
Density functional theory data (ωB97M-V with the def2-TZVPD basis set) for C43H34N2O2PdS2 as an isolated structure at a distorted geometry.

Results
Energy relative to the best compared isomer or geometry (same formula, charge and spin): 109.4 kJ/mol
E: -2842.60447 a.u.
2S+1: 3
Highest occupied orbital energy (spin up / spin down): -12.13 / -13.22 eV
M: 781.311 g mol⁻¹
Net charge: +2

Atoms and positions in Å:
H  2.66816  0.94520  11.68795
C  2.00316  7.71328  22.07921
C  1.50427  0.40986  21.75068
C  1.87786  1.23208  17.55113
H  2.50877  -0.48718  12.64468
H  2.82468  2.93557  16.53021
C  -0.25076  -1.09761  23.31889
S  -2.69094  3.22617  20.00162
N  -1.87929  6.61812  19.43179
C  0.10080  0.58093  21.58753
H  -3.72424  1.33772  21.69294
C  -0.06195  9.17348  22.23934
C  -1.37403  9.43376  21.89544
C  -0.45885  1.51757  20.60601
Pd  -0.81118  4.76527  19.49825
C  -1.30991  7.54990  20.39913
C  0.58009  -0.47646  18.70435
H  -3.73899  7.20190  25.31858
C  -4.68976  5.95411  22.39171
S  -2.04898  3.25287  15.36460
H  -4.74104  5.76908  25.61403
H  1.46299  -2.34473  23.72292
H  0.53553  -2.33685  17.81296
H  3.05918  -0.71499  22.62517
H  3.25481  0.48796  16.05950
H  1.42826  -0.16836  11.19996
H  2.17964  1.04164  21.15405
C  0.32929  1.95341  19.41217
C  0.91539  1.01049  12.93897
C  2.11934  2.57620  17.34526
H  -5.46715  6.69794  22.20069
H  1.79393  4.65136  17.88789
C  1.00766  -1.38272  17.80145
C  1.99857  -0.57993  22.53798
H  -1.79557  0.59959  14.94481
C  1.49288  3.58858  18.05681
H  2.07379  4.62467  20.48327
H  -1.96551  10.27805  22.28445
C  2.52465  6.49108  21.62965
C  -1.81642  1.84443  20.79808
C  -4.01744  5.82748  23.61939
C  -2.14315  0.18816  22.51703
H  -0.14147  -0.75639  13.63513
H  -5.02359  5.01355  20.41316
H  -3.04550  8.74849  20.73556
O  -2.03960  2.50188  16.65130
O  -3.91782  2.59278  19.44299
C  -2.86010  4.99342  23.66912
C  0.04716  3.20538  13.64789
C  1.92373  0.27142  12.09408
C  0.02788  7.20635  20.80745
C  1.73304  5.62103  20.84228
C  -4.49974  6.51742  24.88411
H  -2.36992  5.03316  24.62622
C  0.96210  0.89433  18.62065
H  2.61406  8.33802  22.74612
H  -0.13136  -0.77782  19.49413
C  0.52696  3.27687  19.03492
C  -0.93244  2.47953  14.32843
C  -0.99471  1.08619  14.34557
H  -0.98598  -1.62690  23.93333
C  1.09625  -1.40469  23.30488
C  1.01979  2.44425  13.00205
C  2.45286  0.20979  16.74400
C  1.99333  -1.06796  16.83107
C  -2.46583  4.27807  22.54811
H  2.34750  -1.83700  16.14998
H  1.88809  2.88189  12.47590
H  -2.84277  -0.35232  23.14330
H  -5.41100  7.11957  24.81952
C  0.71800  8.08471  21.71140
C  -0.79624  -0.08863  22.47538
C  -0.10352  0.33099  13.64713
N  0.55093  6.01567  20.36398
C  -3.24042  4.31189  21.38500
H  -2.88233  6.48971  19.61265
C  -4.38431  5.07896  21.30177
H  0.50505  9.85283  22.89032
H  3.52993  6.20495  21.89234
H  -1.72297  6.89165  18.47111
H  -1.59116  3.64292  22.59853
C  -2.01236  8.59607  20.97344
H  0.05903  4.33132  13.61125
C  -2.66646  1.16019  21.69604

Atoms 1-2, force components in eV/Å:
H 0.0809 0.3163 -0.0243
C 1.4466 -1.0042 0.1188

Mulliken population analysis, charges in e, atoms 1 to 8: 0.4033, -0.4746, -0.4895, 0.7089, 0.2808, 0.3442, -0.8667, 1.5863

---

(4)
Density functional theory data (ωB97M-V with the def2-TZVPD basis set) for the molecule C3H3I at a distorted geometry.

Results
Energy relative to the best compared isomer or geometry (same formula, charge and spin): 317.3 kJ/mol
E: -413.50847 a.u.
2S+1: 3
Highest occupied orbital energy (spin up / spin down): -6.29 / -9.34 eV
M: 165.961 g mol⁻¹

Atoms and positions in Å:
H  0.59022  0.80958  0.13671
C  -2.59627  1.86595  0.01304
H  -0.09577  -0.41369  0.99178
C  -0.28863  0.06683  -0.01951
C  -1.56368  0.72959  0.16339
H  -0.22537  -0.56504  -1.02618
I  -3.51068  -0.21942  0.08936

Atoms 1-2, force components in eV/Å:
H -1.5275 -0.6370 -1.2091
C 1.2766 -0.5189 -0.4114

Just the Mulliken charges please, in e? Sure, here they are: 0.2810, -0.5503, 0.2781, -0.6298, 0.2048, 0.2601, 0.1562

---

(5)
Density functional theory data (ωB97M-V with the def2-TZVPD basis set) for C3H4O2 as an isolated structure.

Results
Energy relative to the best compared isomer or geometry (same formula, charge and spin): 611.0 kJ/mol
E: -266.96007 a.u.
Highest occupied orbital energy: -9.54 eV
M: 72.063 g mol⁻¹

Atoms and positions in Å:
H  1.45163  -1.11201  0.27086
C  -0.86740  -0.21519  -0.38062
C  -0.20241  0.31834  0.87332
C  0.94165  -0.15686  0.14157
O  -1.33657  -0.49073  0.95155
H  -0.56408  -1.15626  -0.85751
O  1.22618  0.66444  -0.81955
H  -0.02660  0.78177  -1.08104
H  -0.33479  1.38233  1.05039

Atoms 1-2, force components in eV/Å:
H -0.0569 0.1460 -0.0176
C -0.2981 -0.2590 -0.3449

Mulliken population analysis, charges in e, atoms 1 to 8: 0.4053, -0.4923, 0.0619, -0.0723, -0.3171, 0.2425, -0.4956, 0.4124

---

(6)
Density functional theory data (ωB97M-V with the def2-TZVPD basis set) for CoF8N4O16S8 as an isolated structure at a distorted geometry.

Results
Energy relative to the best compared isomer or geometry (same formula, charge and spin): 457.5 kJ/mol
E: -6789.97922 a.u.
2S+1: 4
Highest occupied orbital energy (spin up / spin down): -5.91 / -5.85 eV
M: 779.465 g mol⁻¹
Net charge: -2

Atoms and positions in Å:
O  3.26732  -2.10121  -1.88807
S  -1.83542  1.14143  -2.39302
S  0.72932  3.15561  0.39686
F  -0.47981  -0.72147  3.06151
N  -0.01825  1.71772  1.07459
F  -1.68592  -2.33609  -1.09347
O  0.41293  -0.49852  -3.97601
O  0.31818  1.94110  -3.74717
S  0.46831  0.66273  -3.07147
O  -2.49198  0.09606  -3.20206
O  -0.59932  -2.99720  2.85358
O  -3.63561  -2.36519  0.41271
F  -2.56694  0.84169  -0.98950
O  -1.94530  3.48835  1.38478
N  -0.28044  0.61370  -1.74410
O  -0.38837  2.89161  3.30777
O  2.26515  -3.56013  -0.15207
O  1.51769  3.95179  1.26927
S  -2.17859  -2.58828  0.43639
F  2.00122  0.76898  -2.56233
F  0.91323  -2.36679  -1.79883
S  -1.39210  -1.79839  2.39710
S  -0.91688  2.56591  1.97242
O  -2.23764  2.51456  -2.55557
O  -2.65828  -1.52434  3.06772
N  1.76793  -0.87650  0.05084
S  2.84943  -0.86320  1.04612
N  -1.14494  -1.30836  1.00424
F  2.59140  0.67057  1.51093
O  4.18118  -0.76784  0.50859
F  -1.93126  1.41624  2.52247
O  2.70634  -1.71387  2.17435
O  -1.71345  -3.96249  0.68912
S  2.22849  -2.28452  -0.85867
O  0.02418  3.84836  -0.70672
Co  0.00734  -0.00449  0.04692
F  1.85071  2.35260  -0.44921

Atoms 1-2, force components in eV/Å:
O -2.0814 0.5341 2.7621
S -5.4781 -1.4835 1.5508

Mulliken population analysis, charges in e, atoms 1 to 8: -0.5646, 0.9281, 0.8629, -0.3127, 0.3324, -0.2661, -0.5764, -0.6631